The following is a DFT calculation (ωB97M-V/def2-TZVPD) of a cluster of 2 separate species, C5H13ClOP in total in a non-equilibrium geometry.

```
21
Properties=species:S:1:pos:R:3:forces:R:3
C -1.693645 0.519045 2.384364 0.7 0.7 -0.3
C -0.725969 1.846078 0.456797 -1.2 0.4 -1.1
C 2.618496 0.044852 -0.461102 2.4 2.7 -0.6
C -1.033868 -0.867030 -1.342713 -1.9 0.3 0.1
C -0.713833 1.401275 1.716174 0.5 0.1 1.7
O 1.265664 -0.321769 -0.681875 1.8 -1.4 0.4
P 0.119547 0.553133 -1.210342 -1.5 0.3 -0.8
Cl 1.571328 -3.260083 -2.512623 0.2 0.4 0.3
H -1.616725 -0.482990 2.089185 0.6 -1.8 -0.6
H -2.705328 0.728646 2.156932 -1.1 0.7 -0.2
H -1.513841 0.528218 3.427291 -0.1 0.1 1.1
H 1.068259 -4.194427 -3.203428 -0.2 -0.4 -0.3
H -0.183462 2.740099 0.171598 0.1 -0.1 0.1
H -1.736221 1.716509 0.053505 0.3 0.1 -0.7
H 3.081963 0.814344 -1.230427 -1.5 -1.4 0.9
H 3.354748 -0.819479 -0.573965 -1.6 0.9 0.9
H 2.591061 0.690445 0.473922 0.7 -1.5 -0.6
H -1.730641 -1.026769 -0.427528 1.0 0.5 -1.6
H -0.372781 -1.749378 -1.361871 -0.5 0.3 -0.4
H -1.657264 -0.699041 -2.326213 1.1 -0.6 2.0
H 0.012512 1.838322 2.402319 0.3 -0.3 -0.2
```
Positions in Å, forces in eV/Å.

HOMO ... -13.75 eV
Total energy ... -1074.752132 Eh
Net charge ... +1
Orbital gap ... 8.4 eV